1.
Density functional theory data (ωB97M-V/def2-TZVPD) for a structure of composition C9H16N2O4 at a distorted geometry.

XYZ file:
```
31
Properties=species:S:1:pos:R:3:forces:R:3:lowdin_charge:R:1
C -1.015096 0.368605 -1.711866 3.19 -2.52 2.50 -0.267
C -0.413148 0.828349 -0.274327 -1.00 2.42 -2.50 -0.409
C 0.436153 0.069950 -2.453523 -4.99 -0.15 -3.32 -0.319
C 1.156093 -1.069815 -1.928558 0.90 -5.15 3.37 -0.083
C 0.339320 0.613092 2.000488 -0.55 -0.83 1.63 -0.228
C 1.727938 1.042366 1.934954 2.62 0.79 -3.03 -0.461
C 0.094901 -0.592817 2.972014 -0.58 -0.36 -2.71 -0.073
C -1.306097 -1.060391 2.383997 -0.35 -2.46 0.55 -0.123
C -0.793833 -1.198395 0.874980 1.03 -1.86 2.94 -0.149
H -2.590362 1.646535 -1.505333 0.21 -0.37 -0.08 0.089
H -1.364144 2.370046 -2.348983 -0.42 -2.28 0.72 0.131
H -1.507214 -0.670527 -1.794932 0.43 1.76 0.31 0.152
H 0.914284 0.985741 -2.664151 0.95 1.00 0.22 0.122
H -0.658638 0.236162 -4.094674 -3.16 3.49 -1.49 -0.017
H 1.027451 -1.091088 -0.503320 0.78 -0.12 -5.13 0.156
H 0.521763 -2.127151 -2.448189 2.06 3.21 1.94 0.171
H 2.333233 -1.261081 -2.123135 -3.01 0.95 0.21 0.109
H -0.088911 1.561089 2.263453 -1.15 0.30 0.20 0.165
H 0.081922 -0.487468 4.015239 0.32 0.72 1.26 0.095
H 0.962311 -1.217879 2.603684 -1.26 -0.31 1.03 0.135
H -2.120103 -0.274585 2.613357 1.43 -0.93 -0.88 0.131
H -1.796087 -2.079919 2.811184 1.61 2.23 -0.90 0.143
H -1.539650 -1.289247 0.109373 -0.12 -0.42 -0.16 0.099
H 0.075134 -2.088066 0.861291 -2.67 1.90 -0.17 0.170
H 3.227314 1.192340 0.562396 -3.01 -2.30 1.16 0.207
N -1.819788 1.428032 -2.128581 -0.48 2.32 -2.60 0.026
N -0.150162 0.073149 0.781638 -0.53 -0.16 -1.24 -0.097
O -0.215344 2.045282 -0.334659 0.85 -0.65 1.55 0.046
O -0.095207 -0.410060 -3.853186 4.24 -2.64 3.08 -0.078
O 2.189003 1.909805 2.606806 0.45 -0.15 0.62 0.142
O 2.386964 0.547946 0.772562 2.20 2.54 0.90 0.015
```
Positions in Å, forces in eV/Å.

Calculated values
M: 216.24 g mol⁻¹
HOMO level: -9.16 eV
Net charge: 0



2.
Density functional theory data (ωB97M-V/def2-TZVPD) for a structure of composition C25H33FNO8PPb at a distorted geometry.

XYZ file:
```
70
Properties=species:S:1:pos:R:3:forces:R:3:lowdin_charge:R:1
C -0.257294 -0.301717 3.813748 -0.23 -0.30 -0.07 -0.091
O 1.056321 0.195549 3.757301 0.48 -0.17 1.05 -0.267
C 1.817506 -0.289998 2.652158 0.14 0.05 -0.12 -0.162
C 2.331015 0.875969 1.825821 0.59 -1.02 -0.74 -0.173
C 3.519616 0.513739 0.919513 0.08 -0.06 0.09 -0.138
C 3.310854 0.864217 -0.552734 0.19 -0.18 0.17 -0.158
C 2.161630 0.187523 -1.296963 1.22 -0.72 0.62 -0.194
C 2.386094 -1.261186 -1.746505 0.16 -0.32 0.17 -0.136
C 1.802736 -2.363779 -0.852563 -0.31 0.37 -0.51 -0.165
C 0.268386 -2.351408 -0.896696 0.13 -0.19 0.48 -0.199
C -0.367652 -3.210605 -1.983744 0.11 -0.05 -0.23 -0.177
C -1.854457 -3.544007 -1.767751 0.15 0.20 -0.01 -0.168
C -2.658877 -2.520872 -0.976178 -0.26 0.07 -0.24 -0.170
C -3.023792 -1.181067 -1.710533 0.06 -0.05 0.40 -0.086
C -2.310053 -0.050007 -1.031559 0.52 0.69 0.07 -0.070
C -2.723064 0.368642 0.262333 0.73 0.52 0.18 -0.111
P -4.174821 -0.128083 1.262280 0.06 0.51 0.43 0.453
O -4.250864 0.797920 2.405582 0.01 -0.30 -0.36 -0.264
O -3.937240 -1.648504 1.610994 -0.28 0.06 -0.08 -0.087
O -5.456517 -0.191068 0.331735 0.30 -0.02 -0.28 -0.086
C -1.942912 1.283130 0.999775 0.33 -0.74 -0.97 0.017
C -0.758268 1.828907 0.474399 -0.82 -0.03 -0.14 -0.047
C -0.000768 2.601711 1.457977 0.01 -0.56 -0.01 -0.352
O 0.316080 1.993099 2.529448 -2.24 2.75 -0.24 -0.295
N 0.301354 3.937555 1.390816 0.77 -0.07 -0.91 0.208
C 1.514107 4.341416 2.051252 -0.03 0.49 -0.60 -0.576
O 1.540226 5.212894 2.875576 -0.03 -0.68 0.04 0.110
F 2.564728 3.625914 1.759855 -0.14 0.66 -0.26 0.216
C -0.396541 1.528320 -0.857454 -1.32 -0.16 0.11 -0.028
C -1.150549 0.599710 -1.595005 -0.52 0.32 0.67 0.002
C -0.625905 0.282517 -2.974118 0.31 1.01 0.45 -0.310
O -0.956022 -0.678042 -3.596433 -0.44 -1.00 -0.73 0.146
C 0.371891 1.206801 -3.568037 -0.38 0.79 -0.29 0.060
C 1.064549 2.082644 -2.840923 -1.06 0.60 -1.31 0.014
C 0.819363 2.170922 -1.412444 -0.88 0.74 0.23 -0.356
O 1.525486 2.794960 -0.643611 -0.49 1.21 -0.13 0.050
H -0.273519 -1.379395 3.975940 -0.02 -0.04 0.08 0.114
H -0.799374 -0.072326 2.893003 -0.05 -0.13 0.03 0.073
H -0.764129 0.183630 4.645687 -0.11 -0.02 0.18 0.093
H 2.663366 -0.859826 3.035748 0.00 -0.08 0.10 0.142
H 1.195451 -0.961208 2.054833 0.02 -0.04 -0.07 0.129
H 1.514655 1.276590 1.219837 1.21 -0.60 -0.15 0.074
H 2.635469 1.632880 2.548029 0.09 0.03 0.01 0.099
H 3.798249 -0.533462 1.039105 -0.05 -0.13 0.00 0.116
H 4.379400 1.088860 1.257914 0.21 -0.09 0.03 0.120
H 4.230383 0.669112 -1.101930 0.12 -0.02 -0.02 0.130
H 3.139521 1.943581 -0.586135 0.59 -0.39 -0.09 0.095
H 1.235458 0.266615 -0.715846 0.46 -0.58 0.08 0.098
H 2.003798 0.776231 -2.202049 1.05 -1.12 0.81 0.072
H 1.949181 -1.393683 -2.737292 0.00 -0.03 -0.18 0.119
H 3.457012 -1.436962 -1.855091 0.07 0.12 -0.13 0.122
H 2.170591 -3.314300 -1.236500 0.04 -0.14 0.15 0.119
H 2.154828 -2.264260 0.173178 0.11 0.04 0.09 0.096
H -0.051276 -1.312596 -1.009590 -0.07 -0.12 0.11 0.076
H -0.111674 -2.666179 0.079278 -0.01 -0.11 0.04 0.115
H 0.193429 -4.142767 -2.053087 -0.03 -0.11 0.03 0.118
H -0.250444 -2.735355 -2.955805 0.09 0.08 -0.01 0.095
H -2.334262 -3.709615 -2.731565 -0.01 -0.06 -0.08 0.121
H -1.930993 -4.487717 -1.228998 0.01 -0.06 0.10 0.118
H -3.592185 -2.987426 -0.671436 -0.06 -0.02 0.00 0.113
H -2.137081 -2.277992 -0.055845 -0.02 -0.08 0.15 0.080
H -2.788538 -1.232484 -2.760377 0.06 -0.05 -0.11 0.107
H -4.094733 -1.009024 -1.624226 -0.06 -0.02 0.11 0.114
H -4.759159 -2.091660 1.874743 0.12 -0.16 0.07 0.119
H -5.608909 0.626694 -0.159932 -0.32 0.04 0.11 0.110
H -2.280038 1.523762 1.997246 -0.05 0.09 0.04 0.105
H 0.329470 4.241089 0.411914 -0.32 0.36 0.12 0.186
H 0.553962 1.084927 -4.626261 -0.03 -0.10 -0.05 0.147
H 1.829784 2.714914 -3.264980 0.15 0.07 0.03 0.157
Pb 0.515959 3.265637 4.293178 -0.11 -0.94 1.52 1.901
```
Positions in Å, forces in eV/Å.

Calculated values
M: 732.71 g mol⁻¹
HOMO level: -14.89 eV
Net charge: +2



3.
Density functional theory data (ωB97M-V/def2-TZVPD) for the molecule C13H17NO5S at a distorted geometry.

XYZ file:
```
37
Properties=species:S:1:pos:R:3:forces:R:3:lowdin_charge:R:1
C 4.521565 2.687644 -0.046818 -3.49 -4.01 -5.47 -0.104
C 4.897056 1.453895 0.725193 -2.87 -1.01 -0.65 -0.069
O 4.208652 0.103919 -0.011165 -0.89 3.82 3.76 -0.056
C 2.838207 -0.036866 0.408792 -0.14 1.76 -0.57 -0.340
O 2.084540 0.600156 1.210468 4.27 -2.21 -3.20 0.076
C 2.418787 -1.189484 -0.504875 -0.28 -1.56 3.50 -0.157
C 1.742970 -2.251700 0.683571 -0.25 3.52 -0.06 -0.059
N 0.484505 -1.691773 1.255012 1.11 -1.69 -10.30 0.057
C -0.192679 -0.844842 0.181664 -0.38 -1.63 8.83 -0.138
C -1.404814 -0.256518 0.746429 1.62 -0.82 -6.67 0.018
C -2.162857 0.224083 -0.273500 -4.00 4.39 3.02 -0.188
S -3.926040 1.058650 0.512373 2.67 -0.32 -4.91 0.758
O -4.069027 2.381301 -0.142438 0.08 -1.19 1.69 -0.390
O -3.990910 0.855510 1.956639 -0.59 -0.03 -1.47 -0.347
C -4.947936 -0.049937 -0.689691 -1.94 -3.13 18.24 -0.123
C -4.588815 -1.583347 0.077212 -0.53 1.65 1.08 -0.095
C -1.853729 0.796151 -1.541979 4.56 -3.95 3.78 -0.051
C -0.559852 0.458363 -1.819110 2.47 -3.25 -0.08 0.069
C 0.323386 -0.537043 -0.980816 -4.52 4.47 -3.04 -0.253
O 1.476545 -0.843806 -1.501508 2.58 -1.10 -0.14 0.048
H 4.924940 3.487851 0.309350 2.21 4.99 2.94 0.000
H 4.894510 2.735644 -1.100146 0.43 -0.75 0.62 0.092
H 3.427873 2.881156 -0.356061 1.26 -0.59 1.58 0.120
H 5.972293 1.349670 0.775361 -0.05 -0.71 0.02 0.105
H 4.371082 1.564134 1.700711 0.74 -0.76 -0.51 0.112
H 3.278923 -1.788165 -0.905831 -0.94 1.15 0.00 0.164
H 1.658634 -3.006355 -0.024066 -0.78 -2.40 -0.30 0.079
H 2.439518 -2.396780 1.528642 0.02 -0.28 -0.88 0.131
H 0.565182 -1.593338 2.162578 -0.31 1.86 5.20 0.042
H -1.847635 -0.543486 1.610626 -0.80 -0.62 2.79 0.081
H -5.913434 0.086048 -0.135199 0.15 0.16 -1.96 0.097
H -4.761633 -0.020914 -1.566471 2.23 1.00 -11.08 -0.046
H -3.667786 -2.122640 -0.207894 -0.16 0.87 0.29 0.056
H -5.366087 -2.159365 -0.316919 -1.31 -1.21 -0.59 0.005
H -4.802980 -1.619124 1.284641 0.90 0.63 -3.17 0.127
H -2.399062 1.274643 -2.213191 -2.79 2.17 -2.34 0.068
H -0.073908 0.536676 -2.791590 -0.26 0.77 0.01 0.112
```
Positions in Å, forces in eV/Å.

Calculated values
M: 299.35 g mol⁻¹
SMILES string: CCOC(=O)[C@H]1CNc2cc(S(=O)(=O)CC)ccc2O1
HOMO level: -8.44 eV
Net charge: 0



4.
Density functional theory data (ωB97M-V/def2-TZVPD) for a cluster of 3 separate species, C4H6O in total at a distorted geometry.

XYZ file:
```
11
Properties=species:S:1:pos:R:3:forces:R:3:lowdin_charge:R:1
O -0.866785 -0.596181 2.572582 -1.02 0.70 -0.75 0.011
C -1.662805 -0.051572 1.970739 0.97 -0.70 0.80 -0.005
C 0.782713 -0.959906 -0.159380 0.19 0.17 -0.14 -0.095
C -0.297304 -0.601279 -1.139967 -0.33 -0.02 -0.14 -0.184
C 1.084849 -0.031649 -1.006152 0.05 -0.17 0.20 -0.096
H -0.365342 2.440083 0.738488 0.05 -0.02 -0.03 0.045
H 1.049059 -1.581863 0.681258 -0.02 0.10 -0.16 0.090
H -0.529228 -1.278287 -1.967544 0.07 0.11 0.16 0.074
H -1.159692 -0.013669 -0.806291 0.18 -0.08 -0.05 0.049
H 1.787493 0.690137 -1.393082 -0.09 -0.14 0.07 0.091
H 0.177042 1.984185 0.509349 -0.07 0.06 0.04 0.021
```
Positions in Å, forces in eV/Å.

Calculated values
M: 70.09 g mol⁻¹
HOMO level: -9.57 eV
Net charge: 0



5.
Density functional theory data (ωB97M-V/def2-TZVPD) for a structure of composition C7H13NO at a distorted geometry.

XYZ file:
```
22
Properties=species:S:1:pos:R:3:forces:R:3:lowdin_charge:R:1
C -1.008626 -1.721167 0.812972 -1.90 -0.25 0.52 -0.092
C -0.498910 -0.897203 -0.355363 1.21 -0.35 -2.63 -0.325
C -1.545523 0.196254 -0.651758 0.57 0.47 -3.13 -0.133
C -0.987837 1.369101 0.183831 -1.48 2.41 -2.75 -0.324
C 1.002326 0.189217 1.134903 0.59 -0.45 0.67 -0.109
C 0.996108 -0.166938 -0.344769 -1.27 1.78 4.72 -0.536
C 0.863003 -1.386929 -1.031526 -1.72 -3.41 -0.05 -0.041
H -1.373840 -0.879674 1.475821 -0.24 -1.57 0.00 0.098
H -1.879790 -2.532408 0.578171 1.73 2.37 0.04 0.137
H -0.321905 -2.343309 1.378009 0.53 0.18 -0.13 0.060
H -2.624499 -0.065559 -0.525733 1.02 -0.23 0.64 0.107
H -1.610494 0.708178 -1.742491 0.61 -1.72 2.07 0.152
H -0.458635 2.026976 -0.636517 -1.66 -0.58 1.81 0.119
H -1.882923 1.766451 0.666315 0.22 0.94 -0.24 0.123
H 2.132486 0.608669 1.464970 -3.22 -0.50 -0.42 0.154
H 0.629378 -0.695837 1.831666 1.50 2.16 -1.35 0.127
H 2.065135 0.457945 -1.846280 -2.09 3.23 2.35 0.161
H 2.017477 1.731971 -0.217401 -2.45 -2.55 -3.89 0.220
H 1.008849 -1.132547 -2.065540 -0.15 -0.71 -0.72 0.092
H 1.187897 -2.462980 -0.689433 -0.33 2.40 -0.69 0.153
N 1.300021 1.056576 -1.121566 5.19 -1.55 0.59 0.021
O -0.114068 1.240259 1.211207 3.33 -2.07 2.59 -0.162
```
Positions in Å, forces in eV/Å.

Calculated values
M: 127.19 g mol⁻¹
HOMO level: -7.90 eV
Net charge: 0



no.,Kohn-Sham gap (eV)
1,9.72
2,5.54
3,9.06
4,10.80
5,8.65